Density functional theory data (wB97M-V/def2-TZVPD) for one molecule with the formula C3H7N3OS at a distorted geometry.

CARTESIAN COORDINATES (ANGSTROEM)
C1 0.015 0.783 0.073
C2 2.512 0.515 -0.042
C3 0.864 -1.430 0.009
N1 0.077 2.110 0.121
N2 1.049 0.011 -0.205
N3 -1.299 0.200 0.019
O1 2.639 1.728 -0.089
S1 3.713 -0.637 0.094
H1 1.981 -1.858 -0.260
H2 0.670 -1.658 1.135
H3 -0.045 -1.757 -0.607
H4 1.108 2.494 0.138
H5 -0.786 2.659 0.077
H6 -2.081 0.917 0.374
H7 -1.506 -0.612 0.691

## Properties
E (eV): -20576.7202